Formula: C31H97FNO27PS2
Source: OMol25
Level of theory: ωB97M-V/def2-TZVPD

Atoms and positions in Å:
C -5.237 -2.924 -6.119
C -3.811 -3.197 -5.492
O -3.939 -3.312 -4.060
C -2.775 -3.998 -3.532
C -2.338 -3.476 -2.040
C -2.948 -4.352 -0.900
C -1.952 -5.525 -0.449
C -0.944 -5.045 0.679
C 0.333 -4.294 0.086
C 1.346 -5.054 -0.678
C 2.574 -4.397 -1.198
F 3.496 -5.181 -1.881
C 2.859 -2.953 -1.003
C 1.832 -2.207 -0.267
C 0.583 -2.833 0.263
C -0.520 -2.027 1.025
C -0.405 -2.299 2.579
C -0.949 -1.086 3.460
C 0.127 0.088 3.321
C -0.625 1.495 3.342
C -0.303 2.274 1.981
C -1.157 3.634 2.026
C -0.239 4.905 1.705
C -0.238 5.936 2.900
C -1.670 6.429 3.359
C -2.703 6.624 2.191
O -2.261 7.662 1.292
C -2.514 7.335 -0.081
S 2.066 -0.448 0.061
C 3.364 0.016 -1.151
C 4.194 -1.021 -1.772
C 5.232 -0.513 -2.753
C 5.410 0.910 -3.058
C 4.549 1.894 -2.378
C 3.503 1.474 -1.430
P 2.424 2.751 -0.583
S 2.923 4.564 -1.145
N 4.144 -2.456 -1.519
H -5.130 -2.348 -7.080
H -5.867 -2.356 -5.373
H -5.773 -3.891 -6.349
H -3.443 -4.165 -5.946
H -3.088 -2.391 -5.802
H -1.888 -3.711 -4.204
H -2.846 -5.123 -3.586
H -2.548 -2.358 -1.940
H -1.212 -3.576 -2.025
H -3.192 -3.664 -0.036
H -3.872 -4.852 -1.305
H -1.436 -6.012 -1.318
H -2.610 -6.311 0.017
H -0.636 -5.967 1.260
H -1.537 -4.410 1.385
H 1.242 -6.153 -0.869
H -0.477 -0.919 0.836
H -1.522 -2.362 0.620
H 0.693 -2.439 2.814
H -0.936 -3.222 2.931
H -1.982 -0.761 3.162
H -1.018 -1.401 4.545
H 0.672 0.035 2.331
H 0.928 0.017 4.111
H -0.269 2.162 4.170
H -1.741 1.366 3.424
H -0.669 1.656 1.117
H 0.801 2.459 1.988
H -2.035 3.563 1.321
H -1.590 3.731 3.056
H 0.830 4.548 1.587
H -0.526 5.340 0.713
H 0.481 6.774 2.680
H 0.203 5.385 3.789
H -2.102 5.676 4.080
H -1.579 7.409 3.901
H -2.853 5.696 1.561
H -3.707 6.855 2.658
H -3.442 6.721 -0.246
H -2.548 8.278 -0.673
H -1.654 6.714 -0.490
H 5.946 -1.226 -3.306
H 6.188 1.237 -3.794
H 4.707 2.986 -2.587
H 2.586 2.667 0.833
H 1.069 2.550 -0.990
H 4.297 -2.951 -2.410
O -2.407 -8.450 0.740
H -3.337 -8.401 0.491
H -2.084 -9.235 0.281
O 6.530 -1.484 -5.287
H 5.620 -1.446 -5.600
H 6.903 -2.239 -5.754
O 3.033 -6.475 1.839
H 3.825 -5.923 1.897
H 2.678 -6.279 0.965
O -4.317 8.666 -2.008
H -4.775 9.429 -1.630
H -3.637 9.057 -2.569
O -3.468 -0.347 -2.865
H -3.362 -1.088 -3.471
H -2.702 0.212 -3.042
O 5.300 -3.790 1.198
H 6.098 -3.251 1.280
H 4.970 -3.587 0.313
O 0.316 -8.645 -0.082
H -0.238 -7.963 0.326
H 1.218 -8.336 0.068
O -1.518 9.738 4.382
H -0.706 10.259 4.433
H -1.844 9.897 3.488
O 1.253 10.630 5.535
H 2.199 10.750 5.381
H 1.211 10.151 6.374
O -2.067 4.004 5.416
H -2.971 3.691 5.287
H -2.101 4.474 6.258
O -4.665 1.701 -0.888
H -5.591 1.759 -1.154
H -4.343 0.908 -1.335
O 4.617 -3.148 -5.993
H 3.702 -3.103 -6.301
H 4.986 -3.907 -6.458
O 0.483 -3.419 -4.035
H 1.416 -3.270 -4.228
H 0.492 -3.925 -3.212
O -1.642 -9.164 -2.151
H -1.356 -8.685 -2.936
H -0.969 -8.950 -1.485
O -6.963 2.436 -3.012
H -6.581 2.229 -3.873
H -7.423 3.271 -3.154
O -6.932 10.490 -1.410
H -7.834 10.178 -1.544
H -6.966 10.947 -0.562
O 6.562 -1.868 3.375
H 6.980 -1.781 4.242
H 5.834 -2.483 3.527
O 1.842 -4.755 -5.825
H 0.923 -4.712 -6.118
H 2.182 -5.532 -6.286
O 7.733 -1.843 6.245
H 8.673 -1.689 6.094
H 7.709 -2.364 7.056
O -4.242 -11.101 -2.553
H -3.449 -10.549 -2.526
H -4.624 -10.922 -3.420
O -5.693 -13.337 -1.012
H -5.148 -12.590 -1.293
H -5.659 -13.944 -1.759
O 4.304 11.477 4.348
H 5.114 11.996 4.403
H 3.982 11.641 3.452
O 7.731 -1.067 -0.557
H 6.849 -1.421 -0.719
H 7.665 -0.664 0.317
O -0.454 9.787 8.005
H -0.544 10.747 8.011
H -1.136 9.492 7.387
O 5.138 8.770 2.549
H 4.236 8.454 2.417
H 5.100 9.246 3.388

Properties
- DFT total energy (a.u.) = -4563.010329
- lowest unoccupied orbital energy (eV) = -0.38
- Kohn-Sham gap (eV) = 7.62
- multiplicity = 1